Entry from OMol25: a molecular structure, C6H8N2O (ωB97M-V/def2-TZVPD).

Each line ends with the natural charge from an NBO analysis.
Geometry (Å):
C1 2.37834 0.95222 -0.14951  -0.137
C2 0.25613 -1.83374 0.12927  -0.225
C3 -0.85907 -0.82554 -0.31303  0.031
C4 -2.30853 0.71383 -0.18032  0.101
C5 -1.07522 1.33584 0.19751  -0.322
C6 -0.23511 0.02046 0.56728  -0.139
H1 2.88956 1.48057 -1.03991  0.187
H2 2.46863 1.55209 1.15726  0.241
H3 0.05817 -2.44143 0.92089  0.204
H4 0.73478 -2.34222 -0.73474  0.211
H5 -0.42242 -0.59653 -1.34543  0.204
H6 -3.23094 1.30712 -0.70098  0.223
H7 -0.65408 2.47367 0.21650  0.255
H8 -0.51123 -0.11684 1.68509  0.207
N1 1.75558 -0.29861 -0.74240  -0.283
N2 1.10096 -0.69123 0.53819  -0.272
O1 -2.34553 -0.68965 -0.20568  -0.486

Properties
Charge = 0
Molar mass = 124.14 g mol⁻¹
2S+1 = 1
Strongest force on any atom = 11.0 eV Å⁻¹
Relative energy (zero: lowest compared OMol25 entry of this formula, charge and spin) = 239.1 kcal per mole
HOMO energy = -0.3210 Eh
Calculated total energy = -417.80220 Eh
Gap between HOMO and LUMO = 8.712 eV